Computed, not measured: a 12-piece molecular cluster, C48H110O29 overall, with ωB97M-V with the def2-TZVPD basis set.

Maximum force: 4.61 eV Å⁻¹
Gap between HOMO and LUMO: 9.4499 eV

```
! RIJCOSX wB97M-V def2-TZVPD def2/J DEFGRID3
* xyz 0 1
C 6.45 -4.25 -6.46
O 5.29 -4.21 -5.59
C 4.98 -5.52 -5.05
C 3.78 -5.60 -4.13
O 3.94 -4.65 -3.08
C 2.96 -4.87 -2.11
H 7.38 -4.46 -5.94
H 6.59 -3.26 -6.89
H 6.28 -5.05 -7.19
H 5.82 -6.09 -4.64
H 4.80 -6.18 -5.90
H 3.73 -6.63 -3.77
H 2.88 -5.33 -4.68
H 3.25 -4.11 -1.37
H 3.12 -5.81 -1.58
H 1.95 -4.67 -2.47
C 4.24 3.16 -4.15
O 3.55 2.65 -3.04
C 2.49 1.70 -3.20
C 2.81 0.54 -4.13
O 2.88 0.81 -5.52
C 1.68 1.21 -6.23
H 4.87 2.49 -4.73
H 4.89 3.98 -3.84
H 3.49 3.63 -4.78
H 1.67 2.33 -3.53
H 2.27 1.48 -2.15
H 2.06 -0.23 -3.93
H 3.75 0.06 -3.87
H 1.67 0.85 -7.26
H 1.54 2.29 -6.18
H 0.81 0.73 -5.78
C -1.14 -4.49 -0.68
O 0.18 -4.64 -0.23
C 0.24 -4.94 1.20
C 0.08 -3.77 2.20
O -1.25 -3.23 2.24
C -1.29 -2.18 3.16
H -1.07 -4.30 -1.75
H -1.61 -3.69 -0.12
H -1.73 -5.39 -0.50
H 1.31 -5.15 1.28
H -0.36 -5.82 1.46
H 0.74 -2.96 1.89
H 0.39 -4.01 3.21
H -2.37 -2.06 3.27
H -0.80 -1.25 2.86
H -0.84 -2.43 4.12
C 2.97 -2.40 -5.67
O 1.66 -1.90 -5.83
C 0.71 -2.82 -5.31
C -0.70 -2.20 -5.44
O -0.86 -0.96 -4.77
C -2.21 -0.45 -4.76
H 3.59 -1.74 -6.29
H 3.13 -3.42 -6.00
H 3.30 -2.28 -4.64
H 0.99 -3.16 -4.31
H 0.80 -3.66 -5.99
H -1.29 -2.99 -4.97
H -0.94 -2.09 -6.49
H -2.47 -0.12 -5.77
H -2.33 0.44 -4.14
H -2.88 -1.28 -4.52
C 1.32 -1.42 -1.40
O 0.92 -0.23 -0.71
C -0.44 -0.27 -0.25
C -0.65 1.13 0.38
O -1.94 1.16 0.96
C -2.23 2.25 1.76
H 0.72 -1.47 -2.31
H 1.36 -2.28 -0.74
H 2.36 -1.42 -1.74
H -0.59 -0.93 0.60
H -1.12 -0.51 -1.07
H -0.32 1.91 -0.30
H 0.09 1.17 1.19
H -2.06 3.24 1.32
H -1.55 2.19 2.61
H -3.22 2.13 2.21
C -2.76 9.48 3.84
O -2.91 10.38 2.75
C -2.86 9.75 1.51
C -4.08 8.75 1.36
O -3.94 7.49 2.00
C -3.04 6.63 1.35
H -3.52 8.70 3.92
H -2.98 10.14 4.69
H -1.73 9.15 3.90
H -1.89 9.30 1.32
H -2.80 10.49 0.72
H -4.16 8.61 0.28
H -5.02 9.25 1.58
H -2.05 6.94 1.70
H -3.04 6.64 0.26
H -3.32 5.66 1.77
C 5.84 -7.10 2.03
O 4.74 -6.14 1.92
C 5.18 -4.97 1.20
C 4.13 -3.78 1.29
O 3.66 -3.42 2.57
C 4.59 -3.19 3.67
H 6.15 -7.44 1.04
H 5.49 -7.93 2.65
H 6.80 -6.76 2.42
H 5.23 -5.30 0.17
H 6.14 -4.66 1.60
H 3.25 -4.04 0.69
H 4.54 -2.91 0.77
H 4.99 -4.14 4.03
H 4.06 -2.71 4.49
H 5.38 -2.55 3.28
C 1.51 4.08 -0.42
C 0.34 4.94 -0.08
O 0.57 6.03 0.79
C 0.40 5.84 2.14
O -0.05 4.81 2.66
O 0.72 6.90 2.81
C 1.41 8.10 2.33
H 1.25 3.37 -1.21
H 1.86 3.43 0.39
H 2.35 4.56 -0.91
H -0.42 4.28 0.33
H -0.06 5.40 -0.98
H 1.62 8.66 3.25
H 0.91 8.60 1.50
H 2.33 7.70 1.91
C -8.04 -6.15 1.00
C -7.77 -4.71 1.55
O -6.77 -4.08 0.75
C -6.26 -2.99 1.07
O -6.57 -2.33 2.06
O -5.25 -2.72 0.22
C -4.45 -1.60 0.55
H -8.96 -6.48 1.48
H -7.26 -6.84 1.33
H -8.11 -6.15 -0.09
H -7.37 -4.78 2.56
H -8.65 -4.07 1.53
H -3.84 -1.79 1.44
H -5.10 -0.73 0.62
H -3.74 -1.39 -0.25
C 3.64 0.90 0.82
C 3.51 0.10 2.17
O 2.57 0.72 3.01
C 2.93 1.15 4.25
O 4.07 1.16 4.72
O 1.92 1.74 4.91
C 0.59 1.84 4.38
H 3.98 0.19 0.07
H 4.40 1.68 0.91
H 2.70 1.38 0.55
H 4.53 0.19 2.55
H 3.18 -0.92 1.97
H -0.01 2.40 5.09
H 0.31 0.79 4.32
H 0.53 2.23 3.36
C -2.23 -2.74 8.64
C -3.37 -1.68 8.82
O -3.93 -1.25 7.60
C -3.37 -0.27 6.85
O -2.24 0.25 7.00
O -4.24 0.00 5.77
C -3.79 0.91 4.74
H -1.94 -3.11 9.63
H -1.42 -2.13 8.23
H -2.54 -3.52 7.95
H -2.97 -0.87 9.42
H -4.14 -2.17 9.42
H -4.21 1.90 4.91
H -4.09 0.51 3.78
H -2.71 0.88 4.64
C -4.39 1.63 -1.90
C -4.37 2.95 -2.72
O -3.04 3.13 -3.29
C -2.18 3.95 -2.65
O -2.40 4.43 -1.55
O -1.03 4.16 -3.32
C -0.76 3.62 -4.63
H -3.83 1.85 -1.00
H -3.89 0.90 -2.55
H -5.37 1.28 -1.57
H -4.54 3.82 -2.10
H -5.08 3.02 -3.54
H 0.32 3.61 -4.70
H -1.21 4.23 -5.41
H -1.01 2.56 -4.69
*
```